(1)
Computed, not measured: a molecular structure, C29H29N5O4RuS3, with wB97M-V/def2-TZVPD.

Computed properties:
* energy above the lowest of the compared OMol25 structures with the same formula, charge and spin: 0.0 kcal per mole
* ⟨S²⟩: 6.021
* HOMO-LUMO gap (spin up / spin down): 6.72 / 5.34 eV

The geometry in ORCA input format:
```
! RIJCOSX wB97M-V def2-TZVPD def2/J DEFGRID3
* xyz 2 5
Ru -0.614 2.042 0.889
O -1.963 1.885 4.662
C -1.590 2.209 3.573
O -1.686 1.491 2.463
C -0.903 3.546 3.312
C -0.876 4.659 4.128
C -0.245 5.805 3.656
C 0.359 5.806 2.400
C 0.310 4.650 1.652
N -0.318 3.564 2.115
C 0.922 4.390 0.289
O 1.737 5.122 -0.212
O 0.489 3.258 -0.242
H -1.351 4.614 5.099
H -0.225 6.697 4.266
H 0.852 6.682 2.001
S -1.553 0.552 -0.665
C -1.254 -1.008 -0.043
N -2.088 -1.995 -0.280
C -1.899 -3.283 0.388
C -0.433 -3.616 0.411
N 0.303 -2.518 1.032
C 1.428 -2.916 1.881
C 0.925 -3.562 3.154
C 0.037 -2.875 3.979
C -0.390 -3.446 5.166
C 0.069 -4.704 5.536
C 0.947 -5.393 4.713
C 1.368 -4.827 3.518
C -0.047 -1.264 0.806
S 0.882 0.026 1.387
C -3.213 -1.921 -1.224
C -2.845 -2.599 -2.531
C -3.431 -3.816 -2.859
C -3.107 -4.452 -4.050
C -2.185 -3.881 -4.911
C -1.587 -2.671 -4.582
C -1.913 -2.030 -3.397
H -2.446 -4.045 -0.160
H -2.295 -3.223 1.405
H -0.059 -3.765 -0.607
H -0.262 -4.524 0.987
H 2.023 -2.040 2.115
H 2.048 -3.618 1.320
H -0.310 -1.883 3.702
H -1.073 -2.906 5.809
H -0.254 -5.143 6.470
H 1.307 -6.371 5.000
H 2.049 -5.368 2.872
H -3.490 -0.881 -1.372
H -4.054 -2.446 -0.772
H -4.162 -4.261 -2.194
H -3.578 -5.393 -4.302
H -1.931 -4.376 -5.839
H -0.866 -2.227 -5.255
H -1.456 -1.080 -3.154
S 2.253 1.482 -1.579
C 2.691 2.774 -2.656
N 2.297 2.709 -3.918
C 2.585 3.756 -4.900
C 2.764 5.081 -4.174
C 3.782 4.922 -3.056
N 3.419 3.775 -2.222
H 1.777 1.896 -4.205
H 1.751 3.805 -5.597
H 3.483 3.493 -5.465
H 1.810 5.399 -3.749
H 3.092 5.846 -4.873
H 3.802 5.804 -2.420
H 4.785 4.763 -3.457
H 3.608 3.827 -1.233
*
```


(2)
Computed, not measured: 2 unconnected molecules or ions with the total composition C11H16NS2, with wB97M-V/def2-TZVPD.

Computed properties:
* energy above the lowest of the compared OMol25 structures with the same formula, charge and spin: 16.3 kcal per mole
* HOMO-LUMO gap: 4.28 eV

The geometry in ORCA input format:
```
! RIJCOSX wB97M-V def2-TZVPD def2/J DEFGRID3
* xyz 1 1
C 4.153 1.392 3.159
C 2.749 0.939 2.906
C 2.402 -0.408 3.104
C 1.110 -0.854 2.860
C 0.114 0.055 2.424
N -1.146 -0.378 2.153
C 0.462 1.413 2.232
C 1.760 1.842 2.477
H 4.240 2.463 2.959
H 4.439 1.200 4.200
H 4.859 0.853 2.515
H 3.168 -1.111 3.453
H 0.838 -1.904 2.998
H -1.890 0.276 1.949
H -1.417 -1.330 2.367
H -0.309 2.106 1.886
H 2.025 2.895 2.334
C -2.386 -1.381 -4.401
C -0.982 -0.840 -4.215
S -0.398 -0.857 -2.487
C -1.721 -0.364 -1.570
S -3.352 -0.305 -1.990
C -3.380 -0.398 -3.812
H -2.583 -1.469 -5.475
H -2.493 -2.371 -3.951
H -0.250 -1.470 -4.739
H -0.905 0.194 -4.574
H -1.492 -0.101 -0.531
H -3.203 0.617 -4.190
H -4.410 -0.704 -4.040
*
```


(3)
Computed, not measured: 2 unconnected molecules or ions with the total composition C5H11NO4S, with wB97M-V/def2-TZVPD.

Computed properties:
* energy above the lowest of the compared OMol25 structures with the same formula, charge and spin: 66.8 kcal per mole
* HOMO-LUMO gap: 9.78 eV

The geometry in ORCA input format:
```
! RIJCOSX wB97M-V def2-TZVPD def2/J DEFGRID3
* xyz 0 1
C 1.202 0.989 0.654
C 2.366 -0.132 -1.337
C -3.428 0.019 -0.358
C 0.518 -1.023 1.567
C 2.021 -0.172 0.164
N 1.244 -1.344 0.382
O 0.328 0.401 1.518
O 1.150 2.121 0.350
O -0.982 -0.241 -1.152
O -1.690 1.888 0.095
S -1.677 0.176 0.084
H 2.470 -1.137 -1.784
H 1.438 0.360 -1.847
H 3.196 0.486 -1.651
H -3.975 -0.946 -0.095
H -4.087 0.916 -0.292
H -3.384 -0.041 -1.466
H 1.154 -1.298 2.365
H -0.462 -1.486 1.560
H 2.927 -0.151 0.883
H -1.089 2.345 0.747
H 0.760 -1.729 -0.385
*
```


(4)
Computed, not measured: a molecular structure, C3H9N2O, with wB97M-V/def2-TZVPD.

Computed properties:
* energy above the lowest of the compared OMol25 structures with the same formula, charge and spin: 65.5 kcal per mole
* HOMO-LUMO gap: 9.17 eV

The geometry in ORCA input format:
```
! RIJCOSX wB97M-V def2-TZVPD def2/J DEFGRID3
* xyz 1 1
N 0.832 0.826 -1.588
C 0.326 -0.200 -0.828
C 1.480 -0.818 0.593
C -0.631 -0.014 0.195
N -1.260 -1.005 0.888
O -0.783 1.234 0.603
H 0.444 1.739 -1.400
H 0.873 0.651 -2.580
H -1.006 1.281 1.543
H 0.246 -1.154 -1.331
H 1.377 -0.251 1.507
H 2.336 -0.552 -0.018
H 1.322 -1.886 0.524
H -2.230 -0.985 1.161
H -0.726 -1.585 1.518
*
```


(5)
Computed, not measured: 2 unconnected molecules or ions with the total composition CH2NO4P, with wB97M-V/def2-TZVPD.

Computed properties:
* energy above the lowest of the compared OMol25 structures with the same formula, charge and spin: 143.6 kcal per mole
* HOMO-LUMO gap (spin up / spin down): 6.48 / 6.59 eV

The geometry in ORCA input format:
```
! RIJCOSX wB97M-V def2-TZVPD def2/J DEFGRID3
* xyz -2 1
C -0.160 -0.454 -0.041
N 1.653 -1.547 0.839
O -2.207 0.563 -0.790
O -2.306 -1.958 -0.592
O 2.285 -2.059 -0.074
O -2.526 -0.401 1.548
P -1.987 -0.636 0.124
H 0.164 -0.715 -1.131
H 0.248 0.444 0.088
*
```


(6)
Computed, not measured: C5H11N in the gas phase, with wB97M-V/def2-TZVPD.

Computed properties:
* energy above the lowest of the compared OMol25 structures with the same formula, charge and spin: 90.9 kcal per mole
* HOMO-LUMO gap: 8.70 eV

The geometry in ORCA input format:
```
! RIJCOSX wB97M-V def2-TZVPD def2/J DEFGRID3
* xyz 0 1
C 2.509 -0.408 0.443
C 1.265 -0.561 -0.439
C 0.107 -0.296 0.542
C -0.386 1.058 0.242
N -1.258 0.117 -0.461
C -2.621 -0.031 0.001
H 2.514 0.576 0.928
H 2.490 -1.162 1.234
H 3.439 -0.509 -0.126
H 1.346 0.154 -1.288
H 1.264 -1.569 -0.878
H -0.920 -0.514 -1.158
H 0.139 1.774 -0.399
H -0.980 1.550 1.015
H -3.168 -0.723 -0.644
H -3.123 0.944 -0.041
H -2.618 -0.401 1.030
*
```


(7)
Computed, not measured: C6H12Se in the gas phase, with wB97M-V/def2-TZVPD.

Computed properties:
* ⟨S²⟩: 2.010
* HOMO-LUMO gap (spin up / spin down): 6.30 / 6.84 eV

The geometry in ORCA input format:
```
! RIJCOSX wB97M-V def2-TZVPD def2/J DEFGRID3
* xyz 0 3
C -0.216 0.887 -0.596
C -0.087 0.650 0.891
C -0.710 -0.392 -1.304
C 1.125 -0.233 1.156
C -0.730 -0.285 -2.811
C 1.156 -0.945 2.506
Se 0.604 -1.796 -0.644
H -1.071 1.619 -0.677
H 0.636 1.273 -1.040
H 0.014 1.696 1.504
H -1.068 0.293 1.266
H -1.730 -0.551 -0.796
H 2.010 0.400 0.867
H -1.638 -0.695 -3.271
H 0.221 -0.620 -3.265
H -0.791 0.772 -3.157
H 0.412 -1.591 2.789
H 1.300 -0.109 3.155
H 2.053 -1.523 2.766
*
```


(8)
Computed, not measured: a molecular structure, C19H52N7ReSSi4, with wB97M-V/def2-TZVPD.

Computed properties:
* energy above the lowest of the compared OMol25 structures with the same formula, charge and spin: 12.3 kcal per mole
* ⟨S²⟩: 0.777
* HOMO-LUMO gap (spin up / spin down): 5.71 / 5.99 eV

The geometry in ORCA input format:
```
! RIJCOSX wB97M-V def2-TZVPD def2/J DEFGRID3
* xyz 3 2
Re -0.172 1.082 0.225
C 2.319 2.645 -0.434
C 1.442 3.815 -0.038
N 0.034 3.347 0.157
C -0.638 3.985 1.321
C -0.161 3.396 2.635
S -0.142 1.558 2.586
C 1.596 1.219 2.945
C 2.499 1.738 1.846
N 1.981 1.495 0.454
H 2.099 2.336 -1.457
H 3.377 2.913 -0.384
H 1.766 4.280 0.891
H 1.487 4.594 -0.799
H -0.493 3.601 -0.674
H -0.466 5.064 1.321
H -1.710 3.829 1.202
H 0.840 3.729 2.904
H -0.826 3.706 3.439
H 1.870 1.638 3.914
H 1.627 0.136 3.030
H 2.642 2.809 1.964
H 3.491 1.291 1.940
H 2.471 0.678 0.093
C -2.655 2.143 -4.660
N -1.482 1.655 -3.917
C -0.326 1.162 -4.674
C -1.455 1.597 -2.585
N -0.432 1.202 -1.865
N -2.630 2.039 -1.963
C -3.040 1.797 -0.682
N -4.288 2.163 -0.386
N -2.239 1.229 0.195
H -2.371 2.256 -5.701
H -2.953 3.136 -4.317
H -3.490 1.443 -4.607
H -0.599 1.127 -5.722
H -0.061 0.154 -4.359
H 0.536 1.826 -4.563
H 0.319 0.878 -2.459
H -3.317 2.441 -2.580
H -4.937 2.485 -1.088
H -4.672 1.980 0.527
H -2.720 1.094 1.077
C -0.328 -1.870 3.784
Si 0.915 -2.502 2.560
C 2.648 -1.924 2.920
C 0.913 -4.331 2.454
Si 0.288 -1.231 0.453
Si -1.924 -2.312 0.239
C -1.903 -4.146 0.300
C -3.021 -1.576 1.538
C -2.384 -1.766 -1.478
Si 2.078 -2.018 -0.873
C 1.713 -1.598 -2.648
C 3.725 -1.229 -0.487
C 2.183 -3.855 -0.677
H 0.118 -1.884 4.785
H -1.200 -2.524 3.809
H -0.679 -0.858 3.586
H 2.748 -1.807 4.005
H 2.948 -0.988 2.453
H 3.360 -2.689 2.604
H 1.039 -4.675 3.488
H 1.752 -4.716 1.878
H -0.001 -4.769 2.080
H -2.036 -4.516 1.315
H -1.027 -4.615 -0.145
H -2.771 -4.474 -0.283
H -3.053 -2.203 2.429
H -4.045 -1.505 1.159
H -2.692 -0.585 1.845
H -1.760 -2.247 -2.235
H -2.288 -0.686 -1.574
H -3.422 -2.055 -1.682
H 1.810 -0.526 -2.825
H 0.729 -1.945 -2.973
H 2.459 -2.080 -3.287
H 3.827 -0.225 -0.916
H 4.507 -1.822 -0.973
H 3.977 -1.201 0.573
H 1.233 -4.331 -0.441
H 2.901 -4.121 0.102
H 2.546 -4.288 -1.613
*
```


(9)
Computed, not measured: a molecular structure, C46H38Cl2N4O2P2RuS, with wB97M-V/def2-TZVPD.

Computed properties:
* energy above the lowest of the compared OMol25 structures with the same formula, charge and spin: 3.4 kcal per mole
* ⟨S²⟩: 1.198
* HOMO-LUMO gap (spin up / spin down): 5.89 / 7.07 eV

The geometry in ORCA input format:
```
! RIJCOSX wB97M-V def2-TZVPD def2/J DEFGRID3
* xyz 1 2
Ru -0.514 -0.076 0.094
C 1.694 -2.366 -0.827
P -0.042 -2.432 -0.236
C 0.088 -3.705 1.063
C 0.354 -5.025 0.690
C 0.527 -6.003 1.652
C 0.435 -5.677 3.000
C 0.169 -4.373 3.377
C -0.004 -3.390 2.410
C -0.975 -3.279 -1.546
C -0.669 -3.072 -2.889
C -1.430 -3.671 -3.883
C -2.505 -4.479 -3.544
C -2.834 -4.664 -2.208
C -2.082 -4.058 -1.216
C 2.342 -1.360 0.059
C 3.616 -1.209 0.573
C 3.627 -0.005 1.326
C 2.340 0.449 1.206
C 1.004 1.503 2.971
P -0.254 0.133 2.910
C -1.781 0.934 2.290
C -1.899 2.210 1.743
C -3.145 2.709 1.384
C -4.287 1.962 1.624
C -4.185 0.696 2.189
C -2.942 0.175 2.491
C -0.571 0.290 4.716
C 0.010 -0.657 5.555
C -0.103 -0.538 6.933
C -0.796 0.532 7.477
C -1.385 1.475 6.645
C -1.276 1.355 5.269
N 1.546 -0.322 0.452
H 1.706 -2.028 -1.865
H 2.156 -3.352 -0.782
H 0.421 -5.291 -0.359
H 0.733 -7.021 1.352
H 0.573 -6.443 3.751
H 0.093 -4.116 4.426
H -0.211 -2.372 2.701
H 0.163 -2.441 -3.173
H -1.179 -3.509 -4.923
H -3.084 -4.965 -4.318
H -3.679 -5.283 -1.938
H -2.357 -4.193 -0.177
H 4.453 -1.869 0.420
H 4.450 0.434 1.862
H 0.570 2.486 3.151
H 1.735 1.264 3.744
H -1.029 2.841 1.624
H -3.216 3.693 0.941
H -5.260 2.373 1.383
H -5.073 0.108 2.381
H -2.865 -0.821 2.914
H 0.556 -1.491 5.128
H 0.349 -1.279 7.579
H -0.880 0.632 8.551
H -1.929 2.308 7.070
H -1.755 2.085 4.627
C -5.713 -0.029 -1.338
N -4.616 0.323 -2.224
C -4.735 0.975 -3.434
C -3.503 1.066 -3.959
N -2.631 0.449 -3.065
C -3.326 0.009 -1.984
S -2.803 -0.838 -0.628
C -1.246 0.289 -3.332
C -0.851 0.204 -4.663
C 0.497 0.151 -4.946
C 1.401 0.196 -3.894
C 0.908 0.262 -2.608
N -0.402 0.282 -2.311
H -6.639 0.321 -1.787
H -5.563 0.439 -0.367
H -5.751 -1.107 -1.200
H -5.680 1.331 -3.802
H -3.165 1.539 -4.861
H -1.585 0.169 -5.453
H 0.836 0.089 -5.971
H 2.468 0.172 -4.061
H 1.580 0.313 -1.762
Cl 2.415 7.436 -0.852
C 1.778 5.842 -0.620
C 0.621 5.479 -1.357
C 0.109 4.225 -1.219
Cl -1.289 3.748 -2.132
C 0.680 3.233 -0.351
O 0.219 2.058 -0.304
C 1.816 3.677 0.458
C 2.371 2.874 1.421
O 1.722 1.631 1.685
C 2.368 4.987 0.249
H 0.159 6.196 -2.020
H 3.210 3.084 2.064
H 3.244 5.291 0.805
*
```


(10)
Computed, not measured: C4H10BNO in the gas phase, with wB97M-V/def2-TZVPD.

Computed properties:
* energy above the lowest of the compared OMol25 structures with the same formula, charge and spin: 17.3 kcal per mole
* structure (SMILES): CNB1CCCO1
* HOMO-LUMO gap: 10.00 eV

The geometry in ORCA input format:
```
! RIJCOSX wB97M-V def2-TZVPD def2/J DEFGRID3
* xyz 0 1
C 2.516 0.859 -0.304
N 1.554 0.788 0.757
B 0.442 0.050 0.369
C -1.227 -0.191 1.187
C -1.945 -0.359 -0.163
C -0.997 -1.003 -1.126
O 0.279 -0.502 -0.801
H 1.935 1.272 -1.170
H 3.493 1.477 -0.094
H 2.783 -0.178 -0.450
H 1.437 1.245 1.722
H -1.490 -0.944 2.011
H -1.510 0.828 1.548
H -2.868 -0.879 0.123
H -2.174 0.605 -0.467
H -0.942 -2.109 -0.951
H -1.285 -0.957 -2.189
*
```


(11)
Computed, not measured: a molecular structure, C13H21Cl2I2InNO, with wB97M-V/def2-TZVPD.

Computed properties:
* HOMO-LUMO gap: 7.20 eV

The geometry in ORCA input format:
```
! RIJCOSX wB97M-V def2-TZVPD def2/J DEFGRID3
* xyz -1 1
C -0.012 2.017 -1.253
C -0.509 1.790 -2.742
O -0.886 0.443 -2.958
C 0.245 -0.427 -3.021
C -0.236 -1.850 -2.531
In 0.251 -2.282 -0.378
N 2.296 -1.663 -0.087
I -1.345 -0.729 1.417
C -0.028 -4.413 0.282
C 0.440 -5.515 -0.715
C 1.997 -5.558 -0.903
I -0.632 -5.515 -2.618
H -0.627 2.757 -0.714
H -0.108 1.028 -0.760
H 1.072 2.260 -1.224
H 0.243 2.158 -3.474
H -1.440 2.388 -2.848
H 0.526 -0.542 -4.100
H 1.134 -0.058 -2.470
H -1.340 -1.891 -2.633
H 0.287 -2.581 -3.179
H 2.449 -0.729 -0.465
H 2.909 -2.263 -0.638
H -1.105 -4.543 0.530
H 0.563 -4.576 1.215
H 0.184 -6.495 -0.251
H 2.231 -6.449 -1.518
H 2.405 -5.766 0.112
H 2.408 -4.616 -1.304
Cl -3.414 6.440 2.954
C -2.108 5.320 3.129
C -2.182 4.018 2.644
Cl -3.578 3.427 1.817
C -1.107 3.153 2.817
C 0.038 3.586 3.471
C 0.113 4.887 3.951
C -0.959 5.752 3.781
H -1.158 2.137 2.443
H 0.871 2.907 3.604
H 1.007 5.228 4.459
H -0.897 6.764 4.158
*
```


(12)
Computed, not measured: a molecular structure, C21H26Br3F15O10, with wB97M-V/def2-TZVPD.

Computed properties:
* energy above the lowest of the compared OMol25 structures with the same formula, charge and spin: 0.0 kcal per mole
* HOMO-LUMO gap: 10.31 eV

The geometry in ORCA input format:
```
! RIJCOSX wB97M-V def2-TZVPD def2/J DEFGRID3
* xyz 0 1
C 0.166 0.857 -1.678
Br 1.523 0.174 -2.858
Br 0.580 2.631 -1.118
Br -0.006 -0.293 -0.108
H -0.787 0.754 -2.179
C 2.689 -1.508 2.270
C 3.115 -0.102 2.683
O 2.013 0.562 3.257
C 2.136 1.810 3.636
O 3.119 2.483 3.524
C 0.843 2.337 4.296
F 0.640 3.625 3.980
F -0.220 1.661 3.828
F 0.940 2.249 5.621
H 2.232 -1.958 3.156
H 3.529 -2.143 1.991
H 1.959 -1.553 1.463
H 3.587 0.382 1.826
H 3.885 -0.140 3.462
C -2.335 3.261 1.745
C -3.316 2.166 1.347
O -3.304 2.063 -0.086
C -4.172 2.673 -0.851
O -5.089 3.356 -0.475
C -3.796 2.541 -2.327
F -4.141 3.638 -3.010
F -2.472 2.391 -2.498
F -4.447 1.490 -2.853
H -2.680 3.528 2.750
H -2.423 4.162 1.138
H -1.275 3.028 1.770
H -4.324 2.461 1.640
H -3.086 1.218 1.827
C -4.611 -1.598 -6.669
C -3.233 -1.201 -6.145
O -2.778 -2.196 -5.228
C -2.079 -1.844 -4.174
O -1.857 -0.718 -3.843
C -1.555 -3.008 -3.338
F -2.096 -3.017 -2.126
F -1.752 -4.186 -3.936
F -0.221 -2.896 -3.160
H -4.896 -0.971 -7.507
H -5.366 -1.621 -5.883
H -4.511 -2.656 -6.926
H -3.243 -0.190 -5.737
H -2.479 -1.239 -6.936
C 7.199 1.042 2.457
C 6.933 2.431 1.944
O 5.583 2.544 1.458
C 5.160 3.749 1.090
O 5.751 4.778 1.148
C 3.731 3.696 0.498
F 2.963 4.557 1.196
F 3.776 4.094 -0.786
F 3.100 2.494 0.552
H 8.291 1.000 2.442
H 6.856 0.272 1.764
H 6.799 0.830 3.444
H 7.657 2.735 1.190
H 6.991 3.137 2.778
C 0.098 -4.509 1.872
C -0.528 -3.747 0.685
O -1.919 -3.583 0.820
C -2.735 -4.584 0.625
O -2.421 -5.743 0.616
C -4.218 -4.225 0.456
F -4.480 -2.991 0.889
F -4.519 -4.263 -0.845
F -4.992 -5.067 1.104
H -0.084 -5.583 1.847
H -0.305 -4.115 2.806
H 1.185 -4.420 1.896
H -0.238 -4.222 -0.252
H -0.042 -2.773 0.743
*
```